Density functional theory data (the ωB97M-V functional and the def2-TZVPD basis) for a structure of composition C66H90N7O9RbS.

```
174
Properties=species:S:1:pos:R:3:forces:R:3
Rb 1.096 0.570 -0.215 -0.746 -0.028 0.704
C -0.500 3.239 -3.955 -0.220 -0.218 0.150
C -1.731 2.417 -4.426 -0.009 -0.120 -0.111
N -2.145 1.329 -3.540 0.127 0.130 0.145
C -3.346 1.573 -2.744 -0.059 -0.053 -0.047
C -3.202 1.374 -1.222 0.053 -0.047 -0.330
N -2.013 1.958 -0.653 0.051 -0.109 0.235
C -1.954 3.404 -0.554 0.171 0.064 -0.268
C -1.476 4.091 -1.864 -0.208 -0.304 0.118
N -0.445 3.325 -2.524 0.284 0.331 0.164
H 0.401 2.717 -4.267 0.176 -0.058 -0.059
H -0.521 4.215 -4.480 -0.010 -0.053 -0.009
H -2.588 3.081 -4.581 0.000 -0.010 0.012
H -1.483 2.006 -5.413 -0.055 0.095 -0.022
H -1.375 1.122 -2.911 0.012 0.098 0.074
H -3.729 2.581 -2.944 0.026 0.016 0.031
H -4.138 0.880 -3.064 -0.077 0.103 0.034
H -4.133 1.763 -0.764 0.009 -0.054 -0.003
H -3.159 0.303 -1.015 -0.003 -0.028 0.024
H -1.812 1.523 0.239 0.008 0.062 0.012
H -2.937 3.829 -0.284 0.045 0.075 0.087
H -1.245 3.654 0.239 0.013 -0.012 -0.016
H -2.329 4.176 -2.543 0.012 0.033 -0.026
H -1.144 5.109 -1.624 -0.073 -0.002 0.070
H 0.478 3.534 -2.156 -0.043 -0.171 0.006
C -2.109 -7.623 0.562 -0.005 0.111 0.019
C -2.765 -6.298 0.972 -0.049 -0.105 0.009
C -2.761 -6.228 2.508 0.028 0.029 -0.092
C -4.221 -6.301 0.478 0.056 -0.042 0.033
C -2.044 -5.093 0.370 -0.263 0.307 0.252
C -2.211 -3.851 0.910 -0.206 -0.180 -0.111
C -1.553 -2.702 0.386 -0.243 0.311 0.094
N -1.646 -1.472 0.880 0.069 -0.006 -0.136
C -2.645 -0.980 1.615 0.130 -0.054 0.058
C -3.980 -1.458 1.585 -0.108 -0.058 0.055
C -4.960 -0.926 2.375 0.076 -0.168 -0.139
C -4.588 0.119 3.260 0.209 0.140 -0.032
C -3.356 0.720 3.285 -0.324 0.170 0.244
C -2.302 0.212 2.417 0.074 -0.171 -0.119
O -1.156 0.695 2.359 -0.257 -0.220 0.002
C -3.140 1.861 4.298 0.042 0.069 0.068
C -1.958 2.784 3.974 -0.295 -0.297 0.034
C -2.884 1.210 5.669 0.043 0.039 -0.086
C -4.383 2.761 4.398 -0.044 -0.094 0.018
C -6.389 -1.463 2.307 -0.091 -0.014 -0.023
C -6.431 -2.856 2.955 -0.034 0.022 -0.027
C -7.386 -0.557 3.039 0.083 -0.033 -0.035
C -6.845 -1.572 0.844 0.046 0.007 0.062
C -0.566 -2.861 -0.696 0.039 0.218 0.228
O 0.127 -1.899 -1.041 0.045 -0.266 -0.453
C -0.479 -4.188 -1.308 0.068 -0.309 -0.158
C -1.203 -5.215 -0.778 0.138 0.113 -0.132
C 0.481 -4.405 -2.474 0.090 0.022 -0.124
C 0.149 -3.444 -3.632 -0.004 -0.032 0.135
C 1.925 -4.170 -1.992 -0.108 0.061 -0.007
C 0.395 -5.828 -3.033 0.003 0.039 0.065
H -2.595 -8.450 1.084 -0.005 -0.013 -0.008
H -1.048 -7.625 0.821 0.005 -0.047 -0.026
H -2.208 -7.802 -0.510 0.040 -0.038 0.013
H -3.133 -7.166 2.927 -0.024 0.005 -0.004
H -3.400 -5.426 2.878 0.026 0.021 0.020
H -1.750 -6.055 2.881 -0.054 -0.033 0.012
H -4.769 -7.149 0.901 -0.015 0.002 -0.020
H -4.256 -6.371 -0.611 -0.012 -0.004 0.001
H -4.726 -5.380 0.773 -0.006 0.009 0.006
H -2.772 -3.723 1.825 -0.103 0.053 0.003
H -4.218 -2.215 0.849 0.042 -0.106 0.027
H -5.338 0.490 3.944 -0.025 0.021 -0.054
H -1.013 2.257 4.049 -0.763 0.081 0.054
H -1.949 3.620 4.681 -0.056 -0.017 0.017
H -2.035 3.188 2.963 -0.033 0.040 0.005
H -2.018 0.548 5.606 0.016 0.009 0.054
H -3.745 0.615 5.981 -0.001 -0.010 0.009
H -2.689 1.970 6.432 0.010 0.004 -0.016
H -4.661 3.147 3.415 0.005 0.011 0.003
H -4.165 3.610 5.051 0.014 -0.004 0.000
H -5.247 2.245 4.819 -0.024 0.021 -0.011
H -6.145 -2.794 4.007 0.018 -0.025 -0.005
H -5.735 -3.531 2.454 0.004 -0.018 -0.006
H -7.435 -3.288 2.892 -0.005 0.011 0.008
H -7.220 -0.568 4.118 -0.003 0.052 -0.002
H -8.405 -0.904 2.856 -0.002 -0.023 0.016
H -7.307 0.473 2.686 -0.041 0.009 0.022
H -6.247 -2.296 0.290 -0.009 0.019 -0.024
H -6.751 -0.605 0.347 -0.013 -0.008 -0.030
H -7.890 -1.890 0.794 0.006 -0.019 0.003
H -1.100 -6.195 -1.225 -0.007 0.058 0.028
H 0.237 -2.410 -3.312 -0.023 0.075 -0.006
H -0.873 -3.612 -3.985 0.009 0.007 -0.015
H 0.835 -3.613 -4.466 0.018 0.004 0.007
H 2.074 -3.143 -1.664 0.040 -0.025 0.057
H 2.625 -4.387 -2.805 -0.010 -0.013 -0.011
H 2.163 -4.825 -1.151 0.018 0.011 -0.003
H -0.619 -6.069 -3.366 0.020 -0.024 -0.005
H 0.713 -6.572 -2.298 -0.019 -0.017 -0.019
H 1.059 -5.907 -3.896 0.015 -0.006 0.001
C 2.552 2.943 4.260 -0.029 -0.029 -0.102
C 1.007 2.921 4.195 0.536 0.040 -0.090
C 0.714 2.942 2.687 0.147 0.199 -0.120
O 1.882 2.419 2.079 -0.058 -0.141 -0.086
C 2.966 2.983 2.781 0.166 -0.017 0.139
H 2.927 2.028 4.715 0.003 0.007 0.017
H 2.942 3.800 4.812 0.000 0.020 0.011
H 0.545 3.770 4.701 0.038 -0.056 0.051
H 0.623 2.002 4.637 0.192 0.010 0.079
H 0.550 3.975 2.342 0.045 0.043 -0.024
H -0.134 2.323 2.399 0.451 0.206 -0.075
H 3.131 4.021 2.452 -0.024 -0.018 -0.052
H 3.856 2.392 2.568 -0.024 -0.024 -0.035
O 1.788 0.761 -3.146 -0.537 0.526 -0.012
S 2.680 -0.364 -2.800 1.046 -0.403 -1.055
C 2.988 -1.146 -4.428 -0.148 -0.289 0.173
C 3.789 -2.274 -4.539 0.010 -0.022 0.108
C 4.048 -2.808 -5.791 0.009 -0.009 0.033
C 3.499 -2.223 -6.925 -0.038 0.025 -0.068
C 2.673 -1.114 -6.802 0.080 -0.113 -0.009
C 2.410 -0.579 -5.549 -0.144 0.150 0.086
C 4.386 0.258 -2.804 0.108 -0.034 0.205
C 4.682 1.426 -3.482 -0.179 0.050 -0.151
C 5.979 1.912 -3.467 0.028 -0.047 -0.002
C 6.969 1.217 -2.781 0.030 -0.020 0.023
C 6.657 0.047 -2.102 0.085 0.106 -0.087
C 5.355 -0.437 -2.102 -0.181 -0.154 0.096
H 4.211 -2.722 -3.647 0.040 0.008 -0.018
H 4.683 -3.681 -5.881 -0.009 -0.004 0.001
H 3.711 -2.634 -7.905 -0.012 -0.012 0.009
H 2.232 -0.665 -7.684 -0.014 0.005 0.005
H 1.758 0.278 -5.424 0.030 -0.003 0.041
H 3.882 1.953 -3.992 0.018 0.024 0.035
H 6.222 2.835 -3.979 -0.031 0.013 0.003
H 7.982 1.602 -2.765 -0.003 -0.004 0.017
H 7.428 -0.479 -1.553 -0.042 -0.019 0.034
H 5.084 -1.309 -1.514 -0.002 0.019 0.019
O 3.354 -0.421 4.040 0.035 -0.143 -0.021
C 3.126 -1.126 3.070 0.032 0.339 -0.048
O 3.553 -0.775 1.871 0.204 0.126 1.145
C 2.279 -2.362 3.239 -0.107 -0.070 -0.054
C 2.294 -2.976 4.489 0.078 0.037 -0.058
C 1.523 -4.100 4.734 0.006 0.007 0.031
C 0.712 -4.612 3.729 0.007 0.005 0.002
C 0.663 -3.980 2.495 -0.010 -0.048 -0.137
C 1.440 -2.858 2.245 0.101 0.042 0.119
H 2.924 -2.549 5.258 -0.017 0.007 0.011
H 1.550 -4.566 5.712 0.001 -0.043 -0.018
H 0.116 -5.500 3.905 0.018 0.031 0.048
H 0.016 -4.358 1.712 0.143 -0.039 0.134
H 1.398 -2.378 1.275 0.073 -0.002 0.009
N 4.283 -2.592 0.601 0.378 -0.181 0.331
C 3.533 -1.569 0.634 -0.571 -0.217 -1.477
H 4.804 -2.795 1.472 -0.132 0.205 0.011
C 2.574 6.449 -3.365 0.084 -0.080 0.107
C 3.706 5.720 -2.642 -0.128 0.042 -0.048
C 3.598 5.743 -1.090 -0.076 0.128 0.031
C 3.651 7.169 -0.542 0.038 -0.112 0.156
C 3.698 7.209 0.986 0.002 -0.021 -0.137
C 4.795 4.935 -0.617 0.049 0.034 -0.060
O 5.899 5.425 -0.422 -0.074 0.000 -0.020
N 4.564 3.606 -0.524 -0.135 -0.181 0.118
C 3.299 2.959 -0.727 0.616 0.370 0.048
O 3.340 1.739 -0.815 0.455 0.313 0.129
N 2.204 3.711 -0.762 -0.716 -0.081 -0.165
C 2.259 5.053 -0.723 0.329 -0.033 0.026
O 1.274 5.756 -0.507 -0.023 0.026 -0.074
H 2.625 6.254 -4.438 0.023 0.024 -0.005
H 2.634 7.527 -3.209 -0.042 0.010 -0.007
H 1.605 6.107 -3.000 -0.046 0.028 -0.034
H 4.671 6.157 -2.917 0.021 -0.030 0.027
H 3.715 4.674 -2.961 0.040 0.004 -0.010
H 2.755 7.688 -0.880 0.007 0.006 -0.062
H 4.532 7.671 -0.951 -0.013 0.008 -0.033
H 2.887 6.610 1.402 -0.023 0.048 0.028
H 3.582 8.233 1.348 0.015 -0.008 0.035
H 4.648 6.818 1.351 -0.004 0.010 0.032
H 5.335 2.995 -0.299 0.032 -0.022 -0.087
```
Forces are in eV/Å.

Properties
Gap between HOMO and LUMO (spin up / spin down) (eV): 5.32 / 5.28
Charge: -2
Lowest unoccupied orbital energy (spin up / spin down) (eV): 3.11 / 3.07
M (g mol⁻¹): 1243.0
Strongest force on any atom (Eh/bohr): 0.0311
Electronic energy (eV): -110254.1873